{
  "formula": "C25H36IrN9O2",
  "method": "wB97M-V/def2-TZVPD",
  "elements": ["Ir", "C", "N", "C", "C", "N", "N", "C", "N", "N", "H", "H", "H", "H", "H", "H", "H", "H", "H", "H", "H", "O", "C", "N", "C", "C", "O", "N", "C", "C", "C", "C", "C", "C", "C", "C", "C", "C", "C", "C", "H", "H", "H", "H", "H", "H", "H", "H", "H", "H", "H", "C", "C", "N", "C", "C", "C", "C", "N", "H", "H", "H", "H", "H", "H", "H", "H", "H", "H", "H", "H", "H", "H"],
  "xyz": [[0.90057, -0.60752, 0.99330], [1.79005, 4.32957, 3.65479], [0.88818, 3.25148, 3.24273], [-0.53761, 3.35450, 3.54995], [1.33287, 2.15709, 2.62153], [0.56906, 1.14687, 2.29141], [2.68670, 2.13438, 2.34221], [3.43216, 1.17698, 1.70487], [4.72125, 1.48589, 1.54720], [2.92841, 0.04320, 1.29215], [1.21962, 5.09130, 4.17286], [2.26094, 4.81162, 2.79388], [2.55101, 3.97018, 4.35208], [-0.73241, 4.30394, 4.03415], [-0.85171, 2.56038, 4.23121], [-1.13389, 3.31451, 2.63553], [-0.40302, 1.27842, 2.52816], [3.19285, 2.95688, 2.62688], [5.12281, 2.35209, 1.86723], [5.35815, 0.84736, 1.09931], [3.62245, -0.55725, 0.86569], [0.31879, -1.80919, -1.05214], [-0.08929, -0.75572, -1.55633], [-0.63702, -0.53876, -2.76366], [-0.92693, 0.87159, -2.97544], [-0.45032, 1.45662, -1.55075], [-0.49456, 2.62189, -1.24910], [-0.00972, 0.40133, -0.83324], [-2.39153, 1.16634, -3.19690], [-2.89618, 2.49087, -3.05142], [-4.18235, 2.79036, -3.42406], [-5.00602, 1.78180, -3.93677], [-4.52071, 0.46083, -4.07081], [-3.24082, 0.15125, -3.69436], [-0.18562, 1.49639, -4.14485], [0.21026, 0.68901, -5.22204], [0.79471, 1.25726, -6.33533], [0.99117, 2.63581, -6.40404], [0.59255, 3.44607, -5.34691], [0.00800, 2.88514, -4.22739], [-0.67841, -1.25655, -3.46777], [-2.27394, 3.26321, -2.62343], [-4.56097, 3.79552, -3.30390], [-6.02557, 2.01282, -4.21910], [-5.15120, -0.31205, -4.49066], [-2.88070, -0.85871, -3.81924], [0.05005, -0.38017, -5.21092], [1.08645, 0.62284, -7.16154], [1.46021, 3.07311, -7.27507], [0.75543, 4.51382, -5.39287], [-0.26492, 3.51933, -3.39722], [-0.13400, -6.19537, 3.14811], [-0.12985, -4.85041, 3.87993], [0.15721, -3.66999, 3.04344], [1.55115, -3.23274, 3.00955], [2.43790, -4.10411, 2.12661], [-0.81656, -3.02899, 2.40533], [-2.20815, -3.58374, 2.46364], [-0.62407, -1.90326, 1.72904], [-0.54505, -6.94853, 3.81895], [0.86937, -6.51124, 2.87331], [-0.74553, -6.17523, 2.24783], [0.61979, -4.87458, 4.66925], [-1.09334, -4.70335, 4.36257], [1.93029, -3.21923, 4.03186], [1.58767, -2.20331, 2.64391], [2.45804, -5.13243, 2.47827], [3.46052, -3.72845, 2.16545], [2.09299, -4.09663, 1.09208], [-2.61187, -3.49277, 3.47306], [-2.22885, -4.63381, 2.18499], [-2.86572, -3.03703, 1.79238], [-1.48118, -1.56877, 1.31058]],
  "forces_ev_per_angstrom": [[-0.5, 0.4, 0.3], [0.1, 0.1, 0.0], [0.1, -0.1, -0.1], [-0.2, -0.1, 0.0], [-0.2, 0.2, 0.2], [0.0, -0.5, -0.5], [0.1, 0.0, -0.1], [0.0, 0.1, 0.2], [0.1, 0.0, 0.0], [-0.7, -0.5, -0.4], [-0.1, 0.0, 0.0], [0.0, 0.0, 0.0], [0.0, 0.0, 0.0], [0.0, 0.0, 0.0], [0.0, 0.0, 0.0], [0.0, 0.0, 0.0], [0.0, 0.1, 0.0], [0.0, 0.0, 0.0], [0.0, 0.0, 0.0], [0.0, 0.0, 0.0], [0.1, 0.0, 0.0], [0.2, -0.1, 0.0], [0.0, 0.4, -0.2], [-0.1, 0.0, -0.2], [0.4, 0.1, 1.6], [-0.2, 0.4, -0.9], [0.0, -0.3, 0.1], [0.5, -0.8, 1.1], [0.4, -0.4, -0.6], [-0.1, 0.4, 0.0], [0.0, -0.1, 0.1], [0.0, 0.2, 0.1], [0.2, -0.3, 0.0], [-0.2, 0.2, -0.3], [-0.3, -0.1, -0.4], [-0.2, 0.1, -0.1], [0.0, -0.2, 0.0], [0.0, 0.1, 0.1], [0.2, -0.1, 0.0], [-0.1, 0.2, 0.1], [0.1, 0.0, 0.0], [0.1, -0.1, 0.0], [0.0, 0.0, 0.0], [0.0, 0.0, -0.1], [-0.1, 0.1, 0.1], [0.0, 0.0, 0.0], [0.0, 0.0, 0.0], [0.1, 0.0, 0.0], [0.0, 0.0, 0.0], [0.0, 0.0, 0.0], [0.0, 0.0, 0.0], [0.1, 0.2, 0.0], [-0.2, -0.5, 0.0], [-0.3, 0.4, -0.3], [0.2, -0.1, -0.2], [-0.1, 0.1, 0.0], [0.4, -0.5, 0.4], [-0.1, 0.1, 0.0], [0.8, 0.9, -0.4], [0.0, 0.0, 0.0], [0.0, 0.0, 0.0], [0.0, 0.0, 0.0], [0.0, 0.1, 0.0], [0.1, 0.1, 0.1], [-0.1, 0.0, 0.0], [0.0, 0.1, 0.2], [0.0, 0.0, 0.0], [0.0, 0.0, 0.0], [0.0, 0.0, 0.0], [0.0, 0.0, 0.0], [0.0, 0.0, 0.0], [0.0, 0.0, 0.0], [-0.2, -0.1, 0.1]],
  "mulliken_spin": [2.970, -0.001, 0.028, 0.003, -0.002, 0.217, 0.015, 0.004, 0.020, 0.125, 0.000, 0.001, 0.001, 0.001, -0.001, 0.001, -0.015, 0.001, 0.000, -0.001, -0.004, 0.100, -0.004, 0.013, -0.025, 0.053, 0.022, 0.164, 0.251, 0.135, -0.018, 0.226, 0.100, -0.015, 0.148, 0.002, 0.018, 0.101, -0.031, 0.079, -0.004, 0.001, 0.002, 0.000, 0.002, -0.005, -0.003, 0.000, 0.001, 0.000, 0.003, 0.005, -0.003, 0.049, 0.070, -0.001, -0.029, 0.008, 0.234, 0.000, 0.000, 0.000, -0.001, 0.002, 0.006, -0.008, 0.002, -0.002, 0.004, 0.001, 0.001, 0.000, -0.017],
  "relative_energy_ev": 0.594,
  "spin_multiplicity": 6,
  "molar_mass_g_mol": 686.84,
  "e_homo_ev": [-16.53, -16.02],
  "lumo_energy_ev": [-7.1, -11.5],
  "total_charge": 3,
  "fmax_ev_per_a": 1.7
}



{
  "formula": "C18H27N7O4S2",
  "method": "wB97M-V/def2-TZVPD",
  "elements": ["C", "H", "C", "N", "C", "C", "C", "C", "C", "C", "N", "C", "O", "C", "H", "H", "S", "C", "N", "N", "C", "N", "N", "H", "H", "H", "H", "H", "S", "O", "O", "N", "C", "H", "C", "H", "O", "C", "C", "H", "H", "H", "H", "H", "H", "H", "H", "C", "C", "H", "H", "H", "H", "H", "H", "H", "H", "H"],
  "xyz": [[-0.81766, -5.36329, -1.48976], [-0.87530, -5.95709, -2.39815], [-1.59170, -4.05516, -1.68635], [-1.43461, -3.07647, -0.63001], [-0.43112, -2.13336, -0.70559], [0.67873, -2.29777, -1.54974], [1.67383, -1.34410, -1.64942], [1.57846, -0.18530, -0.90568], [0.48496, 0.03466, -0.09513], [-0.51706, -0.91292, 0.00979], [-1.65286, -0.60073, 0.76813], [-1.67886, 0.28316, 1.79950], [-0.71329, 0.62054, 2.44457], [-3.08415, 0.72060, 2.18573], [-3.02272, 1.66545, 2.72430], [-3.54809, -0.02935, 2.82838], [-4.20503, 0.91066, 0.76122], [-3.25196, 2.02770, -0.17519], [-3.76428, 2.77500, -1.11905], [-2.68077, 3.44753, -1.59006], [-1.57464, 3.07400, -0.89370], [-1.91594, 2.16441, 0.00398], [-0.36469, 3.63057, -1.07535], [0.46244, 3.12826, -0.76532], [-0.23112, 4.15098, -1.92657], [-2.78842, 4.13549, -2.31595], [-2.54455, -0.83090, 0.34477], [0.38127, 0.96979, 0.42771], [2.82327, 1.08616, -0.98071], [2.15674, 2.35653, -0.82662], [3.62311, 0.88215, -2.15307], [3.83489, 0.93138, 0.32164], [3.35191, 1.28944, 1.63761], [2.55266, 2.01760, 1.51054], [2.86013, 0.06339, 2.41445], [2.67918, 0.32323, 3.45781], [3.83787, -0.95933, 2.42809], [4.17934, -1.36173, 1.12124], [4.74936, -0.18662, 0.31987], [4.92945, -0.45819, -0.71961], [5.68898, 0.14210, 0.77786], [4.92600, -2.15019, 1.23269], [3.29210, -1.76824, 0.60985], [1.92706, -0.31638, 1.97686], [4.18231, 1.75598, 2.17992], [2.52111, -1.48597, -2.30101], [0.77837, -3.19656, -2.13445], [-2.02565, -3.44000, 0.64727], [-3.55252, -3.35093, 0.65780], [-3.91450, -3.50794, 1.67032], [-3.99514, -4.11253, 0.02124], [-3.90276, -2.38015, 0.31511], [-1.61153, -2.79646, 1.42224], [-1.73534, -4.46844, 0.89498], [-1.29638, -3.58455, -2.62596], [-2.65798, -4.28736, -1.76134], [0.22796, -5.17202, -1.26346], [-1.23969, -5.95007, -0.67798]],
  "forces_ev_per_angstrom": [[-0.1, 0.3, 0.0], [0.0, -0.1, -0.1], [0.1, -0.2, -0.1], [-0.3, 0.1, -0.1], [0.3, 0.3, 0.1], [0.0, 0.0, 0.0], [0.1, 0.1, -0.1], [0.3, 0.5, -0.1], [-0.1, 0.0, 0.0], [0.4, 0.0, 0.1], [-0.1, -0.4, -0.3], [-0.3, -0.3, 0.3], [0.2, 0.1, 0.1], [-0.2, 0.4, -0.4], [0.1, -0.1, 0.0], [0.0, 0.0, 0.0], [-0.4, -0.3, 0.3], [0.2, 0.5, -0.5], [-0.7, -0.2, 0.1], [0.5, -0.3, 0.3], [-0.9, 0.1, -0.1], [0.5, 0.3, 0.0], [0.5, 0.3, -0.1], [-0.2, 0.0, -0.1], [0.1, -0.1, 0.0], [0.0, -0.1, 0.1], [0.1, 0.2, 0.0], [-0.1, 0.0, 0.1], [0.2, 0.0, 0.0], [0.0, -0.2, 0.3], [-0.1, -0.3, 0.1], [-0.6, 0.3, -0.9], [-0.4, 0.0, 0.6], [0.0, 0.1, 0.2], [-0.1, 0.2, 0.0], [-0.1, 0.0, -0.1], [0.2, 0.0, 0.2], [0.1, 0.0, -0.2], [0.2, -0.7, 0.0], [0.2, -0.1, 0.1], [-0.1, 0.0, -0.1], [-0.1, 0.0, -0.1], [0.1, 0.0, 0.1], [0.1, 0.0, 0.1], [-0.1, 0.0, -0.1], [0.1, -0.1, -0.1], [0.0, -0.1, 0.0], [-0.2, -0.1, 0.2], [0.3, -0.1, 0.0], [-0.1, -0.1, 0.1], [-0.1, 0.0, -0.1], [-0.1, 0.1, 0.0], [0.0, -0.2, -0.1], [0.0, 0.1, 0.1], [-0.1, 0.0, 0.0], [0.1, 0.0, -0.1], [0.1, 0.0, 0.0], [0.0, -0.1, 0.1]],
  "lowdin_charge": [-0.072, 0.075, -0.218, -0.107, -0.143, -0.001, -0.062, -0.277, -0.020, -0.131, 0.091, -0.568, 0.071, -0.347, 0.091, 0.087, 0.959, -0.706, 0.031, 0.052, -0.416, 0.136, 0.176, 0.051, 0.106, 0.151, 0.079, 0.100, 0.694, -0.308, -0.277, -0.231, -0.148, 0.119, -0.172, 0.133, -0.124, -0.183, -0.157, 0.117, 0.135, 0.129, 0.117, 0.107, 0.134, 0.117, 0.100, -0.213, -0.066, 0.077, 0.066, 0.055, 0.116, 0.113, 0.118, 0.111, 0.069, 0.064],
  "relative_energy_ev": 0.030,
  "spin_multiplicity": 1,
  "molar_mass_g_mol": 469.59,
  "smiles": "CCN(CC)c1ccc(S(=O)(=O)N2CCOCC2)cc1NC(=O)CSc1n[nH]c(N)n1",
  "e_homo_ev": -7.99,
  "lumo_energy_ev": 0.6,
  "total_charge": 0,
  "fmax_ev_per_a": 1.1
}



{
  "formula": "C9H16N4O4",
  "method": "wB97M-V/def2-TZVPD",
  "elements": ["C", "C", "C", "C", "C", "C", "C", "C", "C", "H", "H", "H", "H", "H", "H", "H", "H", "H", "H", "H", "H", "H", "H", "H", "H", "N", "N", "N", "N", "O", "O", "O", "O"],
  "xyz": [[3.29032, -1.08965, 0.09763], [4.22107, -0.15271, -0.69614], [1.87777, -1.00803, -0.50888], [1.29992, 0.36914, -0.34974], [1.05053, 1.30371, -1.28581], [0.45742, 2.01682, 0.71213], [-3.63439, -0.70847, 0.29965], [-4.82284, 0.02132, -0.31995], [-2.82014, 0.29936, 1.18547], [2.59413, -0.15771, 1.77240], [3.22750, -1.65430, 2.04787], [3.66629, -2.11306, -0.04357], [1.91625, -1.31101, -1.53797], [1.21912, -1.72708, 0.03388], [1.18573, 1.28829, -2.38113], [0.09806, 2.71774, 1.49402], [0.30401, 3.27886, -1.02149], [4.88544, 0.25869, 0.98097], [-1.87769, -1.32552, -0.60930], [-3.22407, -2.14649, -1.11300], [-4.05676, -1.50202, 0.97518], [-2.28479, -0.24112, 1.97005], [-3.49468, 0.92291, 1.66563], [-2.12190, 0.86643, 0.66019], [-3.66678, -0.34504, -1.85653], [3.36708, -0.78482, 1.52397], [0.91676, 0.79711, 0.88793], [0.49634, 2.34650, -0.60348], [-2.92177, -1.25868, -0.82784], [4.16716, -0.09633, -1.89710], [5.06901, 0.54059, 0.04030], [-5.69309, 0.45339, 0.35293], [-4.69098, 0.14117, -1.64829]],
  "forces_ev_per_angstrom": [[0.0, -0.1, -0.2], [-0.5, -0.6, -0.3], [-0.4, -0.2, 1.0], [0.2, -1.7, 0.0], [0.0, 0.2, -1.5], [-0.2, 0.5, 0.4], [-0.6, 0.0, 1.2], [1.7, -0.4, -1.5], [-0.2, -3.1, -0.1], [0.3, -0.2, 0.0], [0.1, 0.6, -0.1], [0.0, 0.3, -0.1], [0.0, 0.0, -0.5], [0.5, 0.4, -0.3], [0.0, 0.1, 1.0], [0.3, -0.7, -0.7], [0.1, -1.3, 0.7], [0.0, 0.2, -0.6], [-1.9, 0.1, -0.6], [-0.6, -1.5, -0.2], [0.4, 0.7, -0.6], [0.1, 0.0, -0.2], [-1.4, 1.2, 0.8], [1.1, 0.9, -1.2], [-2.7, 1.1, 1.3], [-0.3, -0.4, 0.3], [-0.2, 0.7, 0.6], [-0.3, 2.0, -0.5], [4.2, 0.8, 0.6], [0.2, 0.2, 0.0], [0.2, 0.0, 0.8], [-1.7, 0.7, 0.7], [1.7, -0.7, -0.2]],
  "lowdin_charge": [-0.292, -0.525, -0.097, -0.333, -0.053, -0.192, -0.315, -0.579, -0.009, 0.063, 0.096, 0.156, 0.109, 0.125, 0.142, 0.136, 0.174, 0.110, 0.139, 0.085, 0.161, 0.086, 0.057, 0.039, 0.170, 0.042, 0.087, 0.048, 0.026, 0.099, 0.116, 0.112, 0.017],
  "relative_energy_ev": 1.392,
  "spin_multiplicity": 1,
  "molar_mass_g_mol": 244.25,
  "smiles": "N[C@@H](Cc1c[nH]cn1)C(=O)O.C[C@H](N)C(=O)O",
  "e_homo_ev": -9.32,
  "lumo_energy_ev": 0.3,
  "total_charge": 0,
  "fmax_ev_per_a": 4.3
}